[1]
C20H24N2O5S | wB97M-V/def2-TZVPD

The geometry in XYZ format:
```
52
Properties=species:S:1:pos:R:3:forces:R:3
C 6.97630 -2.26666 -0.12137 0.965 -0.951 -7.768
H 6.90612 -2.50070 0.84484 -1.156 -0.892 3.660
H 7.55104 -3.03534 -0.71513 -0.522 0.122 1.187
H 7.64109 -1.43365 -0.31444 -0.579 0.776 0.288
O 5.74147 -2.24845 -1.05656 -0.121 3.920 4.975
C 4.79215 -1.16465 -0.51789 -0.154 0.221 -1.282
C 3.60210 -1.18773 -1.17895 1.042 0.062 -3.912
C 2.67793 -0.09627 -1.28491 -0.790 1.802 4.505
C 2.79046 0.85931 -0.25800 2.747 -2.429 0.952
C 4.02162 0.77869 0.61846 -15.232 10.795 0.580
C 4.93494 0.08916 0.46321 10.628 -15.329 -6.664
O 6.02704 -0.03779 1.11042 3.762 -4.382 -2.950
C 6.30192 0.63746 2.12193 0.488 8.862 7.630
H 7.26210 0.68668 2.73382 -0.782 -1.590 -1.518
H 5.47958 0.71599 2.85965 0.117 -1.128 0.427
H 6.22568 1.80741 1.96352 0.473 -1.295 -0.644
H 4.11054 1.41019 1.45105 -0.460 1.410 0.893
C 1.75718 1.83371 0.08999 3.742 5.322 -1.517
N 0.54909 1.52932 -0.35988 -8.940 -5.096 -0.836
C -0.57950 2.34516 0.07995 -0.672 -9.072 -4.290
O -0.37437 3.41901 0.28369 1.941 10.501 3.127
C -2.07648 1.92358 -0.09287 7.358 -0.338 0.401
C -2.45232 0.80443 0.44160 -5.059 -7.639 4.757
C -3.83993 0.40311 0.41684 2.536 5.307 -6.317
C -4.64368 1.29138 -0.75510 -5.008 -14.751 11.138
C -4.07708 2.28649 -1.14274 -4.808 6.388 -5.680
C -2.81757 2.43117 -0.99884 5.051 11.238 -3.760
H -2.41129 3.67559 -1.49265 -0.782 -4.123 1.364
H -4.90547 2.84783 -1.60235 1.554 1.262 -0.904
H -5.64372 0.79208 -0.50813 0.576 2.004 -1.830
S -4.35170 -1.06287 0.93503 -1.946 -5.027 -0.502
O -3.51115 -1.56223 1.92562 2.886 -0.154 2.957
O -5.73557 -1.02536 1.26164 -1.184 0.789 -0.687
N -4.18994 -2.44481 -0.24480 -0.612 3.737 2.132
C -2.83303 -2.68865 -0.54721 1.921 -0.052 1.931
H -2.19799 -2.43093 0.41750 -1.213 -2.509 -1.182
H -2.72308 -3.60252 -1.18452 0.356 0.621 1.126
H -2.36331 -1.86547 -0.97195 0.538 1.760 -2.629
C -5.08350 -2.13869 -1.32382 0.828 1.637 1.636
H -4.84492 -1.29134 -1.96014 0.236 -0.353 -0.616
H -5.95773 -1.98471 -0.78062 -1.978 1.102 0.470
H -5.28502 -3.06755 -1.61690 -0.654 -3.515 -3.245
H -1.91880 0.03696 1.04732 0.575 1.314 -0.281
C 0.22806 0.00572 -0.92723 1.705 4.686 -1.490
C 1.31629 -0.03098 -2.01509 2.520 -7.632 3.034
H 1.59567 0.65370 -2.68942 -0.954 2.979 -2.964
H 1.34987 -1.14192 -2.42894 -0.704 2.300 -0.095
H 0.41282 -0.81216 -0.17639 -0.932 0.847 -0.902
H -0.65608 0.23453 -1.57800 -0.096 -1.096 1.669
H 1.66175 2.34422 1.08126 1.024 -0.773 -0.388
H 2.04682 2.78732 -0.69872 0.002 -1.485 2.253
H 3.62396 -1.77338 -2.16066 -0.233 -0.153 1.761
```
Positions in Å, forces in eV/Å.

## Properties
highest occupied orbital energy	-8.0	eV
energy above the lowest of the compared OMol25 structures with the same formula, charge and spin	1966.2	kJ/mol

=====

[2]
C40H49ClN9W | wB97M-V/def2-TZVPD

The geometry in XYZ format:
```
100
Properties=species:S:1:pos:R:3:forces:R:3
W -0.09995 0.98005 1.07313 -0.059 -0.916 0.061
C 0.45251 1.60122 4.20148 -0.133 -0.004 0.098
C -1.04284 1.48240 3.96742 0.090 0.030 0.105
N -1.32914 0.36109 3.07064 0.064 0.288 -0.313
C -1.00931 -0.93874 3.67205 0.064 -0.098 -0.016
C 0.41067 -1.38550 3.34174 -0.140 0.098 0.123
N 0.87588 -0.85210 2.04071 -0.089 0.238 -0.400
C 2.30550 -0.49123 2.08742 0.029 0.098 0.064
C 2.45683 0.81375 2.89226 0.131 -0.172 -0.001
N 1.18674 1.59346 2.90836 -0.307 0.098 -0.389
H 0.66214 2.51735 4.75536 0.067 0.007 -0.010
H 0.80579 0.78294 4.82453 0.027 0.003 -0.030
H -1.55454 1.38063 4.93055 -0.010 -0.020 -0.010
H -1.41502 2.36739 3.47181 -0.104 0.116 -0.004
H -2.31785 0.39120 2.83339 0.008 -0.051 -0.062
H -1.13392 -0.90107 4.75903 -0.025 0.010 -0.002
H -1.71333 -1.66368 3.29143 -0.059 0.056 -0.004
H 1.11197 -1.06284 4.10945 0.021 -0.024 -0.038
H 0.44661 -2.47436 3.32196 0.048 -0.036 -0.023
H 0.72899 -1.55713 1.32089 0.028 0.049 0.124
H 2.89876 -1.28825 2.54207 -0.005 -0.032 -0.008
H 2.65024 -0.34689 1.06493 -0.015 -0.018 -0.007
H 2.76699 0.60837 3.91728 -0.043 0.038 0.021
H 3.23345 1.41901 2.42957 -0.019 0.037 0.009
H 1.41424 2.55143 2.67161 0.065 0.021 0.051
C 0.65909 -3.35096 -4.46412 0.057 0.113 -0.125
C 0.78426 -1.94134 -4.97309 0.079 -0.181 -0.032
C 1.13737 -1.68296 -6.29402 -0.021 0.045 -0.029
C 1.24851 -0.38894 -6.78003 -0.013 -0.033 0.031
C 0.97199 0.68366 -5.94525 0.022 0.005 -0.015
C 0.60152 0.45054 -4.63143 -0.021 0.048 0.075
C 0.53709 -0.85073 -4.13685 0.143 0.110 0.082
N 0.12084 -1.12131 -2.80506 0.852 0.500 -0.329
C 0.48429 -0.49162 -1.67080 0.096 -0.229 -0.583
N 1.65182 0.20389 -1.78993 0.089 0.065 -0.233
C 2.17944 1.30879 -1.12406 -0.174 -0.108 0.126
C 1.56294 1.85503 0.00851 0.112 0.113 0.074
C 2.19492 3.02386 0.49626 0.180 -0.050 -0.073
C 3.32894 3.57620 -0.06092 -0.033 0.007 0.081
C 3.92405 2.95729 -1.15099 -0.012 -0.034 -0.008
C 3.36603 1.81765 -1.69426 0.136 0.059 -0.020
C 4.03088 1.14178 -2.86703 -0.033 0.035 0.051
N -0.16643 -0.66918 -0.53076 -0.065 0.938 0.887
C -1.10844 -1.87446 -0.61578 -0.354 -0.393 0.165
C -2.13714 -1.69309 -1.71173 -0.491 -0.039 0.495
C -2.64456 -2.76414 -2.40167 -0.072 -0.145 0.093
C -2.08278 -4.04039 -2.31070 -0.136 -0.065 -0.064
C -0.83990 -4.12341 -1.66530 0.009 0.016 0.343
C -0.26894 -3.09928 -0.95937 0.007 -0.183 0.179
C 1.16806 -3.23095 -0.49008 -0.196 -0.105 -0.115
H 0.92259 -4.05895 -5.24711 0.017 -0.015 -0.019
H -0.35940 -3.57184 -4.13215 0.066 0.016 -0.027
H 1.31748 -3.52104 -3.61044 -0.032 0.006 0.028
H 1.32560 -2.52129 -6.95319 0.022 -0.001 0.004
H 1.53529 -0.22036 -7.80933 -0.009 0.002 -0.001
H 1.02524 1.69795 -6.31831 -0.006 -0.002 0.001
H 0.33896 1.28296 -3.98861 0.024 -0.012 0.037
H -0.62949 -1.80276 -2.69653 -0.050 0.089 -0.136
H 2.08878 0.04243 -2.68454 -0.089 -0.043 -0.067
H 1.77035 3.57782 1.32234 -0.064 0.035 -0.019
H 3.74543 4.48638 0.35090 0.020 -0.011 -0.006
H 4.82478 3.37063 -1.58721 0.009 -0.025 -0.009
H 4.99005 1.61275 -3.07026 -0.006 -0.002 -0.022
H 3.43293 1.21246 -3.78009 -0.024 -0.026 -0.016
H 4.21955 0.08310 -2.66998 0.002 0.000 -0.013
H -2.50600 -0.69694 -1.91353 -0.055 0.052 0.001
H -3.46669 -2.59153 -3.08849 -0.011 0.033 0.018
H -2.49679 -4.88201 -2.84524 0.011 0.007 -0.006
H -0.26466 -5.04142 -1.76850 0.031 0.026 -0.026
H 1.33606 -4.18355 0.02283 0.029 0.027 0.012
H 1.48627 -2.43032 0.18355 0.108 -0.187 -0.166
H 1.87657 -3.20303 -1.32594 0.073 0.057 0.021
N -5.12275 -4.00378 4.65894 0.010 0.019 -0.018
C -4.45228 -3.62410 3.80623 -0.026 -0.025 0.055
C -3.59237 -3.13247 2.76748 0.152 0.021 -0.098
C -3.96936 -2.03510 1.99162 0.005 0.054 0.080
C -3.13666 -1.57562 0.98655 0.024 0.041 0.034
C -1.89280 -2.16146 0.72439 0.097 0.073 0.004
C -1.54019 -3.25924 1.51671 0.018 -0.035 -0.152
C -2.36620 -3.74563 2.51653 -0.106 -0.065 0.021
H -4.93025 -1.56517 2.15979 0.007 -0.010 -0.013
H -3.51189 -0.78376 0.35372 -0.022 -0.099 0.001
H -0.62517 -3.79752 1.30495 -0.003 -0.011 -0.077
H -2.07681 -4.61573 3.09182 0.004 0.003 -0.003
Cl -3.18845 2.03186 1.18435 -0.264 0.062 -0.112
C -1.95943 1.38407 -0.00254 -0.097 -0.022 0.567
H -1.94058 2.10800 -0.81284 0.159 0.032 0.028
H -2.42593 0.48945 -0.38492 0.121 -0.048 -0.051
C -1.25736 4.73645 3.44925 -0.047 -0.077 -0.034
C -1.08417 4.57989 1.97503 0.076 0.034 -0.031
N -0.57300 3.58555 1.25532 0.021 -0.271 -0.235
C -0.58754 4.03772 -0.06025 0.027 0.039 0.030
C -1.12451 5.27443 -0.12784 0.022 -0.023 -0.050
N -1.42341 5.60520 1.16830 -0.062 -0.009 0.028
H -0.41179 4.32701 3.99559 0.020 -0.013 0.028
H -2.17357 4.26724 3.80781 -0.018 -0.026 -0.017
H -1.32025 5.79643 3.69087 0.026 -0.005 0.017
H -0.17685 3.44969 -0.85881 -0.042 0.017 -0.018
H -1.30359 5.93417 -0.95721 0.007 0.008 0.012
H -1.84096 6.46659 1.47839 0.030 0.000 0.016
```
Positions in Å, forces in eV/Å.

## Properties
highest occupied orbital energy (alpha / beta)	-7.5 / -7.5	eV
2S+1	3
energy above the lowest of the compared OMol25 structures with the same formula, charge and spin	15.6	kJ/mol
net charge	+1
expectation value of S²	2.0195

=====

[3]
C10H17BO2 | wB97M-V/def2-TZVPD

The geometry in XYZ format:
```
30
Properties=species:S:1:pos:R:3:forces:R:3
B -0.01189 -0.20539 -0.21534 0.479 -0.977 2.594
C 1.03654 -0.13424 1.58878 -5.414 -5.495 -1.810
C -0.10692 0.39559 -2.78277 -0.580 -1.051 2.962
C -1.32389 1.06438 -2.06853 0.148 -1.538 -0.996
C -0.16739 -1.17562 -2.54903 1.426 3.815 -0.900
C -2.30200 -0.68831 -0.29218 -1.328 1.157 -1.282
C -1.49893 -2.00572 -0.68406 -1.190 3.195 0.074
C -1.35706 0.52940 -0.62250 -0.242 0.356 0.732
C -0.13100 -1.53284 -1.14130 0.389 -0.175 2.654
C 2.03234 1.63002 3.81691 -3.554 -2.897 -1.082
C 2.73818 1.03489 2.66025 2.314 -0.288 -0.088
O 0.84198 -0.98486 2.48593 0.948 2.663 -2.084
O 1.84737 0.80680 1.50797 3.133 2.473 1.156
H -0.02344 0.54060 -3.80888 0.150 0.803 -1.795
H 0.76911 0.88889 -2.21175 -0.713 -1.046 -1.092
H -1.01997 2.09341 -2.01895 -0.593 0.766 0.030
H -2.34037 0.92902 -2.57153 1.363 0.239 0.422
H -1.03001 -1.52020 -2.98285 -2.222 -0.805 -1.386
H 0.64137 -1.56556 -3.08843 1.288 -0.837 -0.730
H -3.25071 -0.37026 -0.85608 1.078 -1.243 0.316
H -2.67585 -0.61107 0.76623 0.919 -0.466 -0.787
H -1.57245 -2.59737 0.13974 0.736 -1.675 2.694
H -1.92714 -2.61811 -1.40653 -1.109 -0.669 -1.779
H -1.83047 1.33891 -0.09715 0.486 0.498 0.953
H 0.49889 -2.38180 -1.02984 1.116 -0.427 0.552
H 1.37150 2.35866 3.41819 -0.740 0.975 -0.090
H 1.36997 0.81194 4.28370 1.126 1.390 -0.296
H 2.68053 2.07217 4.45794 1.935 1.114 2.172
H 3.28864 0.09586 3.05484 -0.897 1.241 -1.445
H 3.45305 1.80080 2.24721 -0.452 -1.095 0.329
```
Positions in Å, forces in eV/Å.

## Properties
highest occupied orbital energy	-8.6	eV